This record from the OMol25 dataset describes a molecular structure, C36H36N2O5P2V. The level of theory is the ωB97M-V functional and the def2-TZVPD basis.

CARTESIAN COORDINATES (ANGSTROEM)
V: 0.018 -0.166 0.422
N: -0.540 1.134 1.974
C: -0.231 0.475 3.245
C: -0.593 -1.008 3.039
O: -1.219 -1.653 3.869
N: -0.165 -1.415 1.843
C: -0.936 -2.421 1.166
C: -1.551 -1.548 0.056
O: -1.499 -1.862 -1.175
O: -2.076 -0.494 0.454
H: -0.219 2.102 1.975
H: -1.554 1.123 1.848
H: -0.802 0.879 4.089
H: 0.836 0.564 3.449
H: -1.719 -2.829 1.817
H: -0.314 -3.218 0.756
C: 1.250 4.498 0.338
C: 1.686 3.078 0.542
C: 1.613 2.181 -0.512
C: 1.973 0.841 -0.348
C: 2.426 0.392 0.904
C: 2.600 1.324 1.930
C: 2.218 2.642 1.760
H: 0.299 4.528 -0.191
H: 1.978 5.030 -0.271
H: 1.144 5.026 1.281
H: 1.310 2.530 -1.492
H: 2.106 0.222 -1.230
H: 2.822 -0.612 1.016
H: 3.075 1.021 2.854
H: 2.355 3.350 2.567
O: 1.071 -1.844 -0.740
P: 0.489 -2.465 -1.954
C: -0.073 -1.279 -3.247
P: -1.243 0.014 -2.660
O: -0.800 0.790 -1.479
C: -1.174 1.269 -4.016
C: -0.220 1.364 -5.017
C: -0.229 2.435 -5.897
C: -1.192 3.424 -5.788
C: -2.154 3.334 -4.794
C: -2.135 2.269 -3.913
C: -2.964 -0.531 -2.945
C: -3.227 -1.118 -4.177
C: -4.512 -1.510 -4.507
C: -5.548 -1.283 -3.616
C: -5.289 -0.688 -2.393
C: -3.998 -0.320 -2.046
C: -0.386 -4.066 -1.885
C: 0.283 -5.076 -1.208
C: -0.264 -6.345 -1.148
C: -1.476 -6.601 -1.768
C: -2.146 -5.587 -2.433
C: -1.603 -4.316 -2.497
C: 1.937 -3.100 -2.909
C: 1.767 -3.771 -4.113
C: 2.862 -4.243 -4.811
C: 4.139 -4.061 -4.302
C: 4.315 -3.411 -3.092
C: 3.215 -2.934 -2.401
H: -0.478 -1.819 -4.099
H: 0.844 -0.766 -3.561
H: 0.541 0.607 -5.132
H: 0.521 2.496 -6.674
H: -1.199 4.254 -6.481
H: -2.912 4.100 -4.708
H: -2.877 2.194 -3.130
H: -2.421 -1.263 -4.885
H: -4.702 -1.983 -5.460
H: -6.556 -1.571 -3.876
H: -6.102 -0.513 -1.704
H: -3.776 0.105 -1.076
H: 1.229 -4.850 -0.731
H: 0.249 -7.135 -0.619
H: -1.901 -7.593 -1.731
H: -3.105 -5.780 -2.890
H: -2.128 -3.514 -2.996
H: 0.767 -3.921 -4.499
H: 2.724 -4.758 -5.751
H: 4.994 -4.437 -4.845
H: 5.307 -3.276 -2.686
H: 3.328 -2.418 -1.459

2S+1: 2
charge: 0
highest occupied orbital energy (alpha / beta): -6.73 / -6.27 eV
gap between HOMO and LUMO (alpha / beta): 7.193 / 6.727 eV
relative energy (zero: lowest compared OMol25 entry of this formula, charge and spin): 47.3 kJ/mol

This record from the OMol25 dataset describes a molecular structure, C36H36N4O8S2Sn. The level of theory is the ωB97M-V functional and the def2-TZVPD basis.

CARTESIAN COORDINATES (ANGSTROEM)
Sn: -0.836 -1.905 -0.171
C: -1.109 -1.868 -4.713
C: -0.398 -2.001 -3.382
O: -1.115 -2.435 -2.432
C: 0.949 -1.668 -3.303
C: 1.771 -1.982 -2.184
C: 3.256 -2.090 -2.421
N: 1.284 -2.271 -1.011
N: 2.177 -2.899 -0.141
C: 1.523 -3.592 0.744
O: 0.246 -3.668 0.866
C: 2.355 -4.390 1.702
C: 3.747 -4.344 1.679
C: 4.488 -5.067 2.600
C: 3.848 -5.851 3.555
C: 2.462 -5.904 3.578
C: 1.720 -5.177 2.657
H: -1.964 -1.200 -4.584
H: -0.459 -1.486 -5.502
H: -1.500 -2.845 -5.005
H: 1.445 -1.336 -4.206
H: 3.517 -1.623 -3.372
H: 3.807 -1.624 -1.605
H: 3.557 -3.139 -2.445
H: 4.225 -3.722 0.935
H: 5.571 -5.017 2.580
H: 4.429 -6.410 4.280
H: 1.955 -6.506 4.323
H: 0.638 -5.188 2.666
O: -2.666 0.444 4.052
C: -1.926 -0.291 3.375
O: -2.278 -1.047 2.420
C: -0.434 -0.303 3.768
C: 0.360 -1.426 3.112
C: 1.778 -1.496 3.719
C: 2.501 -0.349 2.969
C: 1.316 0.291 2.238
O: 0.620 -0.888 1.799
C: 0.384 0.940 3.290
C: -0.412 2.116 2.707
O: -0.215 3.249 3.195
O: -1.134 1.837 1.715
H: -0.398 -0.369 4.858
H: -0.167 -2.370 3.013
H: 2.249 -2.459 3.525
H: 1.751 -1.342 4.800
H: 3.218 -0.746 2.248
H: 3.009 0.354 3.631
H: 1.553 0.911 1.376
H: 0.985 1.336 4.110
C: -5.362 2.575 -1.600
N: -4.766 2.034 -0.407
C: -4.710 2.668 0.833
C: -4.092 1.818 1.677
N: -3.799 0.681 0.965
C: -4.185 0.804 -0.317
S: -3.978 -0.297 -1.594
H: -6.298 3.075 -1.345
H: -5.551 1.749 -2.284
H: -4.696 3.285 -2.095
H: -5.085 3.666 0.977
H: -3.790 1.891 2.708
H: -3.260 -0.106 1.398
O: -0.168 0.364 -1.126
S: -0.938 1.644 -0.921
C: 0.350 2.865 -0.618
C: 0.108 3.938 0.220
C: 1.131 4.855 0.441
C: 2.365 4.687 -0.167
C: 2.597 3.592 -0.994
C: 1.587 2.672 -1.221
C: -1.262 2.232 -2.598
C: -1.976 3.409 -2.770
C: -2.275 3.844 -4.051
C: -1.867 3.097 -5.151
C: -1.156 1.920 -4.964
C: -0.850 1.481 -3.681
H: -0.824 3.998 0.765
H: 0.964 5.668 1.135
H: 3.164 5.395 0.026
H: 3.570 3.448 -1.449
H: 1.746 1.792 -1.833
H: -2.291 3.980 -1.902
H: -2.833 4.762 -4.193
H: -2.109 3.432 -6.153
H: -0.845 1.331 -5.818
H: -0.298 0.566 -3.501

charge: -2
highest occupied orbital energy: -2.16 eV
gap between HOMO and LUMO: 6.410 eV

| no. | M (g mol⁻¹) |
| --- | --- |
| 1 | 689.585 |
| 2 | 835.549 |